The following is a quantum chemistry calculation of a 4-piece molecular cluster, C22H40N2O11P overall at a distorted geometry, from the OMol25 dataset.

XYZ file:
```
76
Properties=species:S:1:pos:R:3:mulliken_charge:R:1
C -1.10690 -0.12151 -0.46179 -0.421
C -7.16005 2.63976 7.54738 -1.438
H -7.78249 1.89489 8.05454 0.354
C 0.52551 -3.36474 1.31320 -0.643
H -5.91790 4.04882 5.66960 0.289
C 2.43536 0.03028 -3.64007 0.524
H -6.36626 2.95383 8.23229 0.371
O -3.94134 2.60650 1.55069 -0.452
C 2.52593 0.63086 2.09197 -0.406
H 2.68430 -4.96262 -5.46672 0.256
C 1.56013 0.80428 3.41864 -0.645
N 0.27976 0.06560 -1.03308 0.155
O 3.79090 -6.57331 -3.53896 -0.326
H 0.49423 2.75530 -0.75132 0.280
H 0.69510 -0.81490 -1.46212 0.310
C -1.25957 -1.33085 0.63285 0.006
H 3.99973 2.24424 -3.18336 0.317
H 5.17836 1.61119 -5.39183 0.365
H 2.58426 -2.72982 -4.17076 0.412
O -5.79373 2.62161 4.20868 -0.270
C -0.36576 -2.67011 0.32667 -0.638
C -1.77283 1.25766 0.15354 -0.083
H 0.49888 0.33146 3.14387 0.017
H 1.43317 2.88923 0.87625 0.350
P -3.35103 0.97539 1.20082 0.084
H -0.70550 1.88105 2.19573 0.205
C 0.69074 2.19612 0.28514 -0.729
H 1.29190 -2.71385 1.93367 0.162
O 4.68113 -5.19187 -5.08119 -0.365
H -4.61240 2.85738 5.89518 0.347
C -7.05393 2.11413 4.08093 0.610
C 3.15799 -5.31621 -3.39176 -0.442
H 1.97454 0.14383 4.30080 0.293
O 2.25350 1.20084 -2.96281 -0.125
C 3.00943 2.18154 -3.64789 -0.691
H 2.25723 0.91339 -0.76035 0.433
N 1.72417 -0.13173 1.06423 0.046
O -7.61763 1.87973 5.30520 -0.339
C 3.03984 1.65500 -5.05141 0.465
C -5.64695 2.99225 5.56648 -0.559
H 4.35986 -2.82536 -4.04144 0.330
H 3.41336 -0.09122 2.43093 0.377
H -3.05677 -0.64082 2.70927 0.366
H -4.62200 2.53871 2.30123 0.386
O 3.02327 0.25003 -4.85564 -0.291
H 3.60788 -2.71391 -5.62354 0.373
H -1.17527 3.27828 1.02173 0.399
C 1.28004 0.71737 -0.10238 -0.885
H 2.08911 -5.44123 -3.19583 0.296
C 3.41969 -4.65737 -4.71293 0.530
C 4.27908 2.06926 -5.81885 -1.469
O 5.69262 -7.19977 -4.64772 -0.543
H 2.52430 3.15979 -3.58297 0.412
H 3.01642 1.62275 1.71359 0.257
C -6.59110 2.06193 6.26727 0.518
H 1.34537 1.91855 3.70585 0.254
H -2.38153 -1.71117 0.78101 0.499
H -7.80980 3.49700 7.33798 0.362
H -6.12573 1.08827 6.46119 0.247
H -0.92759 -0.91897 1.70280 -0.023
H 4.40185 3.15679 -5.82400 0.373
O 2.11757 -1.06954 -3.21822 -0.527
H -0.39544 -3.12929 -0.75985 0.367
C 3.48910 -3.14621 -4.62430 -1.400
H 4.21573 1.72147 -6.85544 0.375
H 0.55858 -4.54062 1.46938 0.276
H -1.80313 -0.42275 -1.38405 0.332
C -0.75219 2.16270 1.06141 -0.649
H 0.17191 0.73117 -1.85722 0.467
O -2.91990 0.36205 2.81147 -0.543
O -7.60806 1.89834 3.01560 -0.543
H 2.41907 -0.82112 0.64575 0.366
H 3.61598 -4.79355 -2.54472 0.310
H -2.11978 1.89340 -0.79484 0.489
C 4.79977 -6.39460 -4.44018 0.602
H 2.13593 1.93504 -5.60521 0.231
```

As for the total charge: +1. For the LUMO energy, the calculation gives -2.831 eV. The HOMO-LUMO gap comes out at 0.3054 Eh. As for the spin multiplicity: 1.

The following is a quantum chemistry calculation of a 5-piece molecular cluster, C22H40N8O6 overall at a distorted geometry, from the OMol25 dataset.

XYZ file:
```
76
Properties=species:S:1:pos:R:3:mulliken_charge:R:1
H -4.75407 2.98701 3.19734 0.285
H 0.58507 -1.69568 -0.19121 0.342
C -1.33041 0.35444 -3.22464 -1.285
H -4.41705 -1.66522 -2.97104 0.291
H -7.81770 -2.52295 1.43929 0.325
C 5.27738 0.99079 -0.92856 -0.261
H -8.50726 -1.14504 0.54516 0.300
C 6.32656 -1.99103 -3.64986 0.774
N -6.44421 -1.15706 0.58658 0.017
H -6.41665 1.54482 2.09250 0.103
O 5.52101 3.47292 4.40461 -0.526
H -5.99141 4.26120 3.33527 0.367
C -4.05894 -0.66495 -2.71675 -0.901
C -7.69611 -1.87640 0.56969 -0.902
H -7.72744 -2.48139 -0.33944 0.310
H 2.39020 -1.13543 2.74196 0.304
N 6.36565 4.87030 2.40012 -0.367
H -0.27694 0.64567 -3.21129 0.264
C -5.46156 -1.20939 1.53191 0.919
H -1.93773 1.25873 -3.31742 0.380
H 7.68888 -2.19055 -5.28706 0.380
H 6.50681 2.99832 -1.83453 0.290
C 4.64358 0.25303 0.43220 0.448
C 6.85302 4.70491 0.95310 0.260
N 2.19940 -2.85548 1.03764 -0.803
H -8.31431 4.44010 3.36978 0.367
C 6.02295 2.47953 -0.88618 -0.597
H 6.58733 -4.23723 -5.12361 0.351
H 5.25169 0.46956 -1.99322 0.230
C -7.89262 2.35220 3.17228 0.915
N 1.41088 -1.06142 -0.41153 -0.482
O 7.66424 5.52749 0.27233 -0.527
C 6.16466 3.27402 0.54190 0.172
H 4.36006 0.62391 2.82645 0.217
H -3.11839 -1.28026 -0.91435 0.146
H -5.40482 3.76040 1.72939 0.288
H 5.52240 5.49277 2.22175 0.315
H -3.77578 -0.13896 -3.62898 0.380
N 5.39437 -2.94107 -3.95056 -0.141
N 2.01549 -0.59117 1.91670 -0.672
H 0.96632 -0.69326 1.98214 0.309
H 8.35035 -1.34485 -3.87547 0.277
C -8.32342 3.53883 3.98848 -1.347
C 7.71558 -2.17567 -4.19424 -1.399
C 5.52136 2.56393 1.87285 0.124
H -6.56351 -1.80372 3.26645 0.345
N -6.64098 2.37470 2.62927 -0.053
C -1.67413 -0.36557 -1.95056 0.733
H -4.81172 -2.05543 3.38288 0.344
H -5.77818 -3.14947 2.37572 0.394
H 5.32641 -4.99648 -4.12001 0.297
C -5.64715 3.41660 2.73764 -0.912
C -5.67346 -2.11485 2.71305 -1.513
C 5.78542 3.62480 3.10135 0.244
O -4.44697 -0.53025 1.40040 -0.655
H 4.87304 -4.08802 -5.58481 0.297
N -2.95673 -0.80437 -1.79443 -0.084
H 4.69385 -2.01620 0.75733 0.333
H 4.02338 -1.47588 -0.92476 0.044
H 3.05311 -3.20781 1.56655 0.310
C 2.41285 -1.36869 0.68303 0.715
H -6.23622 -0.52808 -0.18040 0.132
H -4.85563 -0.11331 -2.21229 0.223
C 4.79084 1.09447 1.83137 -0.170
H 1.42134 -2.91017 1.75297 0.288
O 6.01749 -1.02629 -2.95584 -0.625
O -8.62458 1.38387 2.98662 -0.651
H 8.14534 -3.10541 -3.81199 0.373
H -7.65894 3.66125 4.84796 0.355
O -0.84587 -0.56401 -1.06596 -0.618
C 5.57003 -4.13409 -4.74482 -0.906
H -1.49613 -0.30410 -4.08144 0.360
C 3.98492 -1.23494 0.24402 -0.618
H 4.48144 -2.75410 -3.55214 0.219
H -9.34053 3.38333 4.35741 0.281
H 1.03285 -0.09821 -0.16608 0.279
```

Its SMILES is NC(N)(N)Cc1ccc2c(c1)C(=O)NC2=O.CNC(C)=O.CNC(C)=O.CNC(C)=O.CNC(C)=O. For the LUMO energy, the calculation gives -0.857 eV. The HOMO-LUMO gap comes out at 0.2783 Eh. As for the spin multiplicity: 1.

The following is a quantum chemistry calculation of C22H41BrCoN2O8P2 as an isolated structure at a distorted geometry, from the OMol25 dataset.

XYZ file:
```
77
Properties=species:S:1:pos:R:3:mulliken_spin:R:1
H -3.09641 2.89117 -1.95374 -0.001
C -3.36634 2.04749 -4.69557 0.001
C -2.95151 0.75622 1.19455 0.000
O 3.05069 -0.77476 4.95509 0.000
H -0.85006 2.38705 1.90257 0.000
H -2.05972 0.20772 1.47834 -0.001
H -2.46050 4.58962 -5.25898 0.000
C -1.76010 1.88378 -0.66226 0.003
C -0.29726 1.38675 -3.00511 -0.002
H 5.64090 0.07025 2.79668 0.000
C -2.17379 2.33816 -1.89830 -0.004
C -0.65199 -2.80582 0.87875 0.018
H -3.57624 0.88078 2.07569 0.000
H -0.63518 -1.71583 0.89849 -0.012
H 0.10504 0.34713 4.99778 0.000
C 2.75802 1.68884 3.54209 0.000
O 1.67319 2.35713 2.93958 0.000
H 2.52081 2.87650 5.29560 0.000
H -4.40243 3.02405 1.27941 0.000
H 1.59012 2.03333 2.02701 0.002
H 3.85017 -0.93404 4.44018 0.000
C -1.06293 2.34542 -5.57385 0.000
H -3.72483 2.39664 -5.66123 0.000
H 0.28721 -6.51490 0.95408 0.000
H 0.30291 1.16263 -3.86960 0.000
C -2.57440 2.12112 0.60208 0.003
H -0.07830 2.78060 -5.42190 0.000
H -0.89165 -4.91514 -1.36873 0.000
C -2.13181 4.18978 -4.30247 0.001
H 2.32528 -6.18141 0.49894 0.000
H 3.01782 -4.66175 1.05433 0.000
N 1.68073 -2.38769 0.71645 0.014
H -1.49526 -6.47914 -0.82616 0.000
C 0.12467 0.91579 -1.78047 -0.002
H -1.06497 -3.15855 1.82173 0.000
H 2.63194 -2.72689 0.61947 0.000
H -0.89980 -5.23455 1.16758 0.000
C -0.54549 1.14092 -0.56815 -0.001
C -1.74172 2.92870 1.60602 0.001
O 3.18303 0.78405 1.05732 0.015
Co 1.51044 -0.32676 0.92359 0.957
C -0.61510 -5.84420 -0.87803 0.000
H -3.66754 3.88111 -0.06688 0.000
H 3.86084 3.36840 4.23948 0.000
H -1.47961 2.76544 -6.48679 0.000
H 2.23273 -5.36750 -1.82455 0.000
H -1.43870 3.87541 1.16483 0.000
H 0.13107 -6.34767 -1.48605 0.000
H -1.29819 -3.13480 0.06885 0.000
H -4.09543 2.32422 -3.93936 0.000
C -3.87074 2.89344 0.33931 0.001
H 3.86585 -5.16716 -1.19081 0.000
Br 1.73697 -0.15223 -1.70811 -0.011
H 4.01801 1.91836 5.25386 0.000
P 4.00472 1.27526 2.22703 0.004
O 5.04066 2.28469 1.97975 0.000
C 0.75931 -3.28496 0.70850 -0.004
H -3.50159 0.17301 0.45843 0.000
P 2.02313 0.11167 4.12890 -0.001
H -2.85714 4.47454 -3.54573 0.000
H -0.96098 1.27196 -5.71384 0.000
C 3.32999 2.51873 4.66359 0.000
C -1.46806 2.12033 -3.08366 0.008
H -2.32765 3.13819 2.49853 0.000
H -4.52421 2.35088 -0.33992 0.000
O 1.00614 0.49466 5.28610 0.000
C -0.08581 -5.57855 0.53074 0.000
O -0.09447 0.68480 0.56162 0.018
O 1.32976 -0.65105 3.05595 -0.009
H -1.17679 4.64230 -4.04725 0.000
O 4.70139 -0.06015 2.93373 0.000
N 0.98909 -4.60846 0.56547 0.000
H -3.29758 0.96253 -4.72305 0.000
C -1.99293 2.66508 -4.40012 0.000
H 2.79368 -3.77451 -1.33530 0.000
C 2.83549 -4.83361 -1.09528 -0.001
C 2.33342 -5.10453 0.32317 0.001
```

For the LUMO energy (spin up / spin down), the calculation gives -0.605 / 0.265 eV. The calculation puts the energy above the lowest of the compared OMol25 structures with the same formula, charge and spin at 97.79 kJ/mol. The HOMO-LUMO gap (spin up / spin down) comes out at 0.2504 / 0.2864 Eh. As for the spin multiplicity: 2.

The following is a quantum chemistry calculation of C22H41Cl2N3S2Si2TeY as an isolated structure at a distorted geometry, from the OMol25 dataset.

XYZ file:
```
74
Properties=species:S:1:pos:R:3:mulliken_charge:R:1
H 4.55728 -3.49741 -2.03320 0.351
C -5.54808 -1.15953 -3.31967 -0.842
H 4.09694 3.34366 0.32333 0.379
H -3.06729 -2.37483 0.46232 0.225
H -2.37221 2.14919 -2.03966 0.212
H 2.04746 4.55536 3.11737 0.339
H 4.64136 -1.62661 0.92424 0.369
S -0.64126 -1.05037 2.55375 -0.224
C 2.45284 0.87781 1.69503 -0.616
H 3.52642 -2.61137 -3.16529 0.293
Si 4.48214 -1.07083 -1.49729 0.250
H -0.39337 2.16819 1.71134 -0.265
H 3.32469 3.38567 3.47744 0.335
C -5.57820 -1.31182 -0.90852 -0.553
H -4.01128 -1.22874 1.18679 0.344
H -7.33232 -1.21353 -2.16888 0.405
H 0.47110 -0.63934 5.00590 0.430
C 3.82232 -2.69185 -2.11390 -0.912
N -3.46708 -1.44698 0.36004 -0.286
C -4.21696 -1.32490 -0.85353 0.476
H 5.77608 -0.33914 0.46936 0.303
C 3.02368 3.53045 0.21252 -1.101
C -0.33527 0.08813 5.07669 -1.866
H 0.24021 -5.26975 -0.32134 0.367
C 5.31812 -1.27818 0.14025 -1.009
Cl -0.64760 -3.12260 -0.06911 0.100
H 2.87094 4.61288 0.28490 0.335
H -2.53097 2.69919 -0.49680 0.299
C 0.23304 2.76583 1.03583 -0.212
C 2.99285 0.07787 -1.34977 -0.488
H 0.10199 1.03750 5.39072 0.344
Cl -0.72331 -4.88635 -2.42926 -0.136
C -2.00604 1.14547 3.53037 0.605
H 6.00746 0.65550 -2.34273 0.308
H -3.57589 1.60687 -1.08133 0.235
C 5.66826 -0.32108 -2.70229 -1.033
Y -1.34396 0.00799 0.28346 -0.267
H -1.55356 -5.28078 -0.27070 0.394
S -2.90061 1.31113 2.00044 -0.369
C -3.46967 -1.17133 -2.04968 0.279
C -0.67030 -4.80854 -0.67673 -0.648
H 2.72231 3.22217 -0.79259 0.329
H -2.37877 3.15357 4.22381 0.294
C -2.43989 2.12764 4.59128 -1.496
N -2.59437 1.87434 -1.08814 -0.591
C -3.32675 -1.06158 -4.45122 -0.674
Si 2.02204 2.68361 1.51919 -0.030
H 3.26387 1.12375 -1.20094 0.039
H -6.05610 -1.12537 -4.27586 0.434
H 1.64658 3.02594 3.92086 0.260
H -0.32743 -0.85133 -2.93111 0.451
H 2.40580 0.01593 -2.27289 0.430
H -3.48603 1.95177 4.85546 0.326
H -1.84635 2.05077 5.49961 0.391
C -4.13036 -1.13711 -3.28787 0.620
H 2.06332 0.49375 2.64227 0.328
H -6.15052 -1.40726 0.00764 0.447
C -1.06962 0.21554 3.74911 0.836
C -6.25011 -1.21374 -2.15312 -0.778
H 0.12876 2.44786 -0.01335 0.142
C 2.28240 3.48674 3.15767 -1.004
H 6.12008 -2.01728 0.04486 0.374
H 2.94055 -2.99080 -1.53590 0.188
H -1.32917 -0.95003 -5.20932 0.456
H 3.53325 0.71052 1.69353 0.466
H 5.21398 -0.18174 -3.68832 0.323
C -1.40209 -0.95569 -3.05019 -0.361
H -0.16382 3.78404 1.09645 0.456
H -3.80455 -1.05688 -5.42418 0.443
H -1.00307 -0.24499 5.87476 0.431
C -1.96987 -0.99627 -4.33976 -0.969
N -2.11104 -1.02904 -1.94845 0.511
Te 1.67469 -0.48663 0.26165 0.454
H 6.55232 -0.95506 -2.82738 0.323
```

As for the total charge: +1. For the LUMO energy, the calculation gives -3.244 eV. The calculation puts the energy above the lowest of the compared OMol25 structures with the same formula, charge and spin at 49.90 kJ/mol. The HOMO-LUMO gap comes out at 0.2209 Eh. As for the spin multiplicity: 1.